{"formula": "HNO5S", "method": "wB97M-V/def2-TZVPD", "species": ["O", "N", "O", "O", "S", "O", "H", "O"], "xyz": [[1.259158, 0.784254, 0.843452], [2.139612, 1.545746, 1.329705], [-0.803770, -1.650778, -1.397296], [-2.188691, 0.652702, -1.221180], [-1.363545, -0.196270, -0.310232], [3.244757, 1.011087, 1.899951], [-0.060237, -1.282925, -1.800479], [-2.227283, -0.863818, 0.656079]], "forces_ev_per_angstrom": [[2.6907, 1.1421, 1.3906], [1.0147, -1.7022, 0.4987], [-2.6102, -0.5105, 1.3864], [0.4647, -0.5845, 0.0303], [-0.0335, 0.6051, -1.0137], [-3.1393, 0.7916, -1.6598], [2.0131, 1.0305, -1.0084], [-0.4002, -0.7720, 0.3760]], "lowdin_charge": [-0.267, -0.354, -0.411, -0.585, 0.631, -0.376, -0.085, -0.553], "gap_ev": 7.1, "e_tot_ha": -829.643676, "homo_energy_ev": -0.30, "multiplicity": 1, "total_charge": -2, "de_lowest_kj_mol": 61.8, "fmax_ev_per_a": 3.64}

---

{"formula": "HNOS2", "method": "wB97M-V/def2-TZVPD", "species": ["S", "S", "O", "N", "H"], "xyz": [[1.006101, -0.461703, -1.660787], [-1.392736, 0.698006, -0.286318], [0.889798, -0.482911, -0.086745], [-0.292317, 0.112638, 0.485902], [-0.210846, 0.133970, 1.547948]], "forces_ev_per_angstrom": [[0.2645, -0.0658, -0.8944], [-5.4571, 2.8548, -3.6269], [1.6067, -0.8781, 0.4526], [3.1491, -1.5676, 6.2175], [0.4368, -0.3433, -2.1489]], "lowdin_charge": [0.672, 0.664, -0.727, -0.742, 0.133], "gap_ev": [8.4, 7.3], "s2": 2.0057, "e_tot_ha": -926.795666, "homo_energy_ev": [-7.85, -9.19], "multiplicity": 3, "total_charge": 0, "de_lowest_kj_mol": 108.7, "fmax_ev_per_a": 7.15}

---

{"formula": "HO3PS2", "method": "wB97M-V/def2-TZVPD", "species": ["S", "H", "S", "O", "O", "O", "P"], "xyz": [[-1.824852, -1.402753, 0.304447], [2.035439, 0.053336, -0.667301], [0.286222, 2.194435, 0.370408], [1.330971, -0.518114, -0.269891], [-1.036204, -0.128469, -1.028988], [-0.810176, -0.531805, 1.263962], [0.018597, 0.333368, 0.027365]], "forces_ev_per_angstrom": [[1.4200, 2.1599, -2.1860], [-0.7472, -0.6172, 0.6346], [-0.0290, -0.7171, -0.1904], [0.5818, 0.5501, -0.2398], [-2.1070, -2.1245, 0.8492], [1.1249, 0.4220, -0.3591], [-0.2437, 0.3267, 1.4915]], "lowdin_charge": [0.961, 0.101, 0.337, -0.193, -0.478, -0.676, -0.053], "gap_ev": 7.3, "e_tot_ha": -1364.059233, "homo_energy_ev": -9.61, "multiplicity": 1, "total_charge": 0, "de_lowest_kj_mol": 115.5, "fmax_ev_per_a": 3.39}

---

{"formula": "HO3S3", "method": "wB97M-V/def2-TZVPD", "species": ["O", "H", "O", "S", "S", "S", "O"], "xyz": [[-0.521465, -2.072907, -1.170989], [0.679393, 0.289577, 1.801220], [0.572792, 1.038785, 1.274862], [-1.026295, -0.762185, -0.715191], [1.073558, 0.491335, -0.282709], [0.918989, 1.978846, -1.483905], [-1.696974, -0.963452, 0.576712]], "forces_ev_per_angstrom": [[0.2331, 0.8952, -0.4180], [0.1358, -2.1390, 1.6467], [0.0420, 2.0838, -2.0498], [-0.5514, -1.7451, 0.2016], [-0.0003, -0.6084, 1.0944], [-0.1501, 0.6111, -0.4304], [0.2909, 0.9025, -0.0444]], "lowdin_charge": [-0.572, -0.037, -0.488, 0.557, 0.157, -0.072, -0.545], "gap_ev": 7.0, "e_tot_ha": -1420.932387, "homo_energy_ev": -3.46, "multiplicity": 1, "total_charge": -1, "de_lowest_kj_mol": 94.4, "fmax_ev_per_a": 2.92}

---

{"formula": "HO5S2", "method": "wB97M-V/def2-TZVPD", "species": ["S", "O", "H", "O", "S", "O", "O", "O"], "xyz": [[0.596548, 2.230940, -0.137974], [-2.276948, -1.925635, 2.070646], [-0.799720, 0.609489, -0.050026], [1.227769, 1.848293, -1.396908], [-0.845924, -2.080267, 1.942219], [-0.406316, -3.335736, 2.523461], [-0.685753, 2.928139, -0.528229], [-0.061948, 0.587963, 0.573503]], "forces_ev_per_angstrom": [[-1.9917, 0.5281, -0.6993], [0.6534, 0.6297, -0.4348], [-0.3601, -0.3689, 0.1025], [0.9130, -0.6686, 0.0606], [-1.1556, -1.2852, 0.8479], [0.5529, 0.7622, -0.4600], [1.0635, -0.8390, 1.3679], [0.3245, 1.2417, -0.7849]], "lowdin_charge": [0.656, -0.444, -0.041, -0.547, 0.895, -0.467, -0.576, -0.476], "gap_ev": 6.4, "e_tot_ha": -1173.224970, "homo_energy_ev": -4.64, "multiplicity": 1, "total_charge": -1, "de_lowest_kj_mol": 69.1, "fmax_ev_per_a": 2.18}

---

{"formula": "HOP", "method": "wB97M-V/def2-TZVPD", "species": ["O", "P", "H"], "xyz": [[-1.038169, 0.500848, 0.004250], [-0.063529, -0.698067, 0.008482], [1.101698, 0.197219, -0.012732]], "forces_ev_per_angstrom": [[1.0749, -2.8153, 0.0215], [-1.3646, 3.8415, -0.0302], [0.2897, -1.0262, 0.0087]], "lowdin_charge": [-0.636, 0.770, -0.133], "gap_ev": 8.6, "e_tot_ha": -417.148232, "homo_energy_ev": -9.89, "multiplicity": 1, "total_charge": 0, "de_lowest_kj_mol": 0.0, "fmax_ev_per_a": 4.08}

---

{"formula": "HOTl", "method": "wB97M-V/def2-TZVPD", "species": ["O", "Tl", "H"], "xyz": [[24.692513, 20.772380, 18.561064], [27.125180, 21.589418, 17.211909], [24.459616, 21.725942, 18.817507]], "forces_ev_per_angstrom": [[1.0979, 0.7629, -0.5606], [-0.6481, -0.4263, 0.3340], [-0.4498, -0.3367, 0.2266]], "lowdin_charge": [0.274, 1.588, 0.139], "gap_ev": 6.7, "e_tot_ha": -247.265876, "homo_energy_ev": -25.57, "multiplicity": 1, "total_charge": 2, "de_lowest_kj_mol": 48.2, "fmax_ev_per_a": 1.45}

---

{"formula": "HOTl", "method": "wB97M-V/def2-TZVPD", "species": ["H", "Tl", "O"], "xyz": [[0.891376, -20.791345, -10.008194], [-2.400687, -20.226597, -9.079531], [0.089442, -20.140639, -9.954525]], "forces_ev_per_angstrom": [[-0.9124, -0.0346, 0.3220], [0.8234, -0.2212, -0.2054], [0.0890, 0.2558, -0.1167]], "lowdin_charge": [0.194, 1.649, 0.158], "gap_ev": 6.6, "e_tot_ha": -247.274340, "homo_energy_ev": -25.31, "multiplicity": 1, "total_charge": 2, "de_lowest_kj_mol": 26.0, "fmax_ev_per_a": 0.97}

---

Which formula does entry 7 have?
HOTl